# C22H68O12

C22H68O12 as an isolated structure (the ωB97M-V functional and the def2-TZVPD basis, the OMol25 dataset).

```
102
Properties=species:S:1:pos:R:3:forces:R:3
C 1.1774 -3.6619 -0.8415 2.4 0.4 -2.8
C 1.1470 -2.3709 -1.6652 0.4 -0.7 -2.3
C 1.1730 -2.5442 -3.1711 0.5 -1.1 -0.5
O -0.0834 -1.7140 -1.4011 3.4 -0.7 -1.4
H 0.4369 -4.3225 -1.2924 1.8 1.2 -0.5
H 1.0299 -3.4991 0.2261 1.1 -1.0 -1.5
H 2.1039 -4.2189 -0.9814 0.4 0.4 0.0
H 1.9958 -1.7487 -1.3813 -0.6 -0.3 -2.2
H 1.9841 -3.1868 -3.5137 0.2 0.0 0.1
H 1.2874 -1.6011 -3.7056 0.0 -0.4 0.2
H 0.2538 -3.0431 -3.4782 -0.1 0.0 -0.2
H -0.4083 -1.3154 -2.2119 0.1 -0.4 -0.4
C 0.6273 0.4675 0.2333 -3.8 -3.8 -0.2
C -0.5823 -0.5166 0.3884 0.5 0.0 0.1
C -0.1171 -1.8231 0.9948 -1.3 -0.3 -0.5
O -1.5634 -0.0576 1.2533 7.8 4.9 0.3
H 1.2333 0.2356 -0.6425 -0.9 -0.6 0.8
H 1.3362 0.4322 1.0605 -2.7 -1.6 0.2
H 0.2473 1.4778 0.0816 0.6 -2.4 0.3
H -1.1070 -0.6206 -0.5613 0.7 0.5 1.1
H 0.2363 -1.6873 2.0170 -0.5 0.1 0.1
H 0.6628 -2.2641 0.3741 -2.0 1.2 1.3
H -0.8853 -2.5964 0.9917 -0.7 1.7 1.1
H -2.3889 -0.4733 0.9936 6.8 3.0 2.7
C -4.2034 2.2668 -1.1145 0.1 -0.2 -1.4
C -4.2583 2.2870 0.3629 -0.2 -0.6 0.8
C -2.9007 2.1605 1.0169 -2.1 2.3 -0.3
O -4.9541 3.4598 0.7652 0.1 -0.1 0.6
H -5.1198 2.5902 -1.6082 -0.1 0.3 0.3
H -4.0549 1.2432 -1.4587 0.0 0.7 -0.5
H -3.3602 2.8650 -1.4599 -0.6 0.0 -0.2
H -4.7929 1.4040 0.7130 -0.6 -0.2 0.1
H -2.3747 1.2209 0.8480 -0.8 1.3 0.3
H -2.9496 2.1879 2.1055 -2.1 1.1 -1.1
H -2.2968 2.9908 0.6510 -0.6 -0.1 0.8
H -5.8663 3.2265 0.5778 -0.3 0.5 0.1
C 2.4902 -1.6852 0.7022 1.8 1.6 2.7
C 3.2518 -0.4242 1.2186 -0.3 -3.5 1.1
C 3.6277 -0.4289 2.6814 -0.4 -0.7 0.0
O 4.3849 -0.2921 0.3976 0.9 0.7 -0.5
H 1.6147 -1.7928 1.3424 2.3 0.0 0.0
H 3.1050 -2.5818 0.7820 0.3 -0.1 -0.1
H 2.1352 -1.5534 -0.3199 1.2 0.6 2.8
H 2.6023 0.4318 1.0355 1.3 -2.6 2.3
H 4.1702 -1.3276 2.9750 0.4 -0.1 -0.2
H 2.6909 -0.5084 3.2328 0.0 0.5 0.4
H 4.2229 0.4476 2.9378 -0.3 0.1 0.1
H 4.8416 -1.1307 0.4960 0.3 0.0 -0.2
C 3.5551 3.6788 -1.1474 -0.1 0.2 -0.1
C 2.9474 3.2136 0.1747 2.0 0.0 -1.5
C 2.3538 1.8167 0.1221 1.5 4.4 -2.7
O 3.9344 3.1267 1.1781 1.1 0.4 0.6
H 3.9745 4.6804 -1.0523 0.4 -0.1 0.3
H 2.8017 3.8249 -1.9215 -0.3 -0.4 -0.1
H 4.3036 2.9804 -1.5216 0.2 0.0 -0.1
H 2.2308 3.9546 0.5289 2.5 -0.3 -1.9
H 3.0491 0.9918 0.2774 0.8 3.3 -2.5
H 1.8966 1.6180 -0.8473 0.7 1.2 -0.2
H 1.5101 1.6601 0.7943 3.1 2.6 0.0
H 4.5048 2.4349 0.8351 0.6 -0.2 0.4
C -0.1171 2.8986 1.6202 -0.3 1.7 2.4
O 1.0421 3.5672 1.1918 -4.1 0.7 1.7
H -0.5821 2.2872 0.8468 0.3 1.3 1.2
H 0.1273 2.2666 2.4740 0.4 0.3 -0.7
H -0.7580 3.6784 2.0318 -0.8 -0.2 -0.4
H 1.3028 4.1879 1.8762 -0.2 0.1 0.3
C -1.0969 2.2935 -1.0866 0.3 1.7 -2.3
O -1.6546 2.0950 -2.3993 0.5 -0.9 0.3
H -0.0074 2.2979 -1.1194 -0.2 0.1 -0.6
H -1.3447 3.3218 -0.8232 -0.2 -0.1 0.5
H -1.4364 1.5759 -0.3396 0.0 0.4 -1.5
H -1.4602 2.8840 -2.9104 0.1 0.0 -0.1
C 0.9888 0.4000 -2.8711 -0.3 0.7 -0.2
O 2.3826 0.2808 -3.0484 0.2 -0.2 -0.5
H 0.6723 1.4212 -2.6587 0.2 0.0 -0.2
H 0.4744 0.0957 -3.7826 0.2 0.3 -0.3
H 0.6189 -0.2567 -2.0838 0.6 1.3 -0.6
H 2.8468 0.6045 -2.2730 0.0 0.1 0.2
C -1.6993 -3.2289 -1.2529 -1.1 1.4 -1.1
O -2.9841 -3.7847 -1.4118 -0.1 -0.9 0.2
H -0.9068 -3.6300 -1.8847 -1.3 -0.8 -0.2
H -1.6861 -2.2046 -1.6252 -1.6 -1.1 0.1
H -1.3010 -3.1594 -0.2407 -1.3 -0.2 -1.3
H -3.5335 -3.4011 -0.7243 -0.1 -0.2 -0.1
C -1.4377 1.2457 3.2826 0.6 0.1 1.6
O -0.2739 0.5631 2.8639 1.5 0.4 3.7
H -1.1774 2.0042 4.0208 0.4 0.2 0.2
H -1.9561 1.7830 2.4885 2.1 -1.3 1.7
H -2.1532 0.6396 3.8383 -0.2 -0.6 -0.3
H -0.4794 0.3097 1.9610 -0.1 0.3 1.3
C -3.2493 -0.4468 -0.3934 -1.6 -1.3 -2.6
O -3.1396 -1.0034 0.9331 -15.2 -8.7 -3.4
H -4.2976 -0.5875 -0.6569 0.1 0.7 -0.3
H -2.8354 0.5559 -0.5003 -0.9 -0.9 0.6
H -2.6284 -1.0188 -1.0829 -0.8 -0.3 0.1
H -3.6438 -1.8191 0.8877 0.0 -0.4 0.6
C -0.4244 -4.8015 0.4739 -2.9 -0.7 1.9
O 0.5539 -5.3726 1.2419 2.0 -1.9 0.6
H -0.3164 -4.9119 -0.6051 -1.0 -1.6 2.2
H -1.4024 -5.1854 0.7641 -0.5 -0.1 0.1
H -0.3470 -3.7526 0.7600 -0.9 -1.8 -0.6
H 0.4564 -5.0769 2.1500 0.0 -0.1 0.0
```
Positions in Å, forces in eV/Å.

The calculation puts the frontier orbital gap at 8.5 eV. The charge is 0. As for the LUMO energy: -0.3 eV. Its energy relative to the best compared isomer or geometry (same formula, charge and spin) is 758.0 kcal/mol.

# C22H70N4O11

A 11-piece molecular cluster, C22H70N4O11 overall (the ωB97M-V functional and the def2-TZVPD basis, the OMol25 dataset).

```
107
Properties=species:S:1:pos:R:3:forces:R:3
C -5.5465 -4.1234 2.2160 -0.4 1.0 0.6
C -6.8587 -3.5833 2.8561 0.5 -1.3 -0.5
O -7.5147 -4.7087 3.4631 0.1 0.4 0.2
H -4.8530 -4.3985 3.0106 -0.1 -0.1 0.1
H -5.0420 -3.3414 1.6486 -0.1 -0.1 -0.3
H -5.7305 -5.0142 1.6153 0.0 0.2 -0.2
H -7.5901 -3.2266 2.1310 0.4 0.6 -0.3
H -6.6517 -2.8152 3.6013 -0.1 -0.2 0.0
H -7.7335 -5.2185 2.6796 -0.3 -0.5 0.3
C -2.4046 -0.1094 6.1915 0.6 0.1 0.2
C -0.8894 -0.2217 6.5222 -1.0 -0.2 0.1
O -0.2535 -0.7297 5.3356 0.0 0.4 1.1
H -3.0943 0.2572 6.9517 0.4 -0.1 0.5
H -2.7551 -1.0924 5.8771 0.0 0.1 -0.2
H -2.5003 0.6170 5.3844 -0.1 -0.2 -0.3
H -0.6849 -0.8607 7.3812 -0.1 -0.6 -0.4
H -0.4601 0.7167 6.8731 0.0 0.4 -0.5
H -0.4942 -0.0676 4.6835 0.2 -0.1 -0.5
C 1.1367 -8.4810 0.8709 -0.9 0.5 1.3
C 1.0145 -7.9028 2.3322 0.5 -1.3 -0.3
O -0.3350 -7.6052 2.6108 -0.9 0.7 -0.7
H 2.1339 -8.5210 0.4325 0.0 0.2 0.4
H 0.4825 -7.8637 0.2551 0.2 0.1 -0.2
H 0.7023 -9.4807 0.8738 0.1 0.0 -0.1
H 1.6795 -7.0607 2.5236 0.0 0.2 -0.3
H 1.2145 -8.6626 3.0878 1.0 -0.3 -0.2
H -0.3852 -7.1875 3.4737 0.0 0.0 0.0
C -0.5241 1.8653 -0.8786 -1.2 -1.9 -0.1
C -0.3441 0.8712 0.3012 1.6 1.1 0.3
C 0.7911 -0.1727 0.0349 -0.6 0.8 -0.7
O 0.5444 -0.8208 -1.2223 0.3 -0.8 0.3
C -0.4183 -1.8787 -1.1592 0.1 0.7 0.7
N 0.0039 1.6909 1.5183 0.2 -0.9 -0.4
H -1.0515 1.3348 -1.6714 0.3 -0.2 -0.4
H 0.4187 2.2240 -1.2916 -0.1 0.3 0.3
H -1.2712 2.6182 -0.6270 0.5 0.5 0.3
H -1.1943 0.2228 0.5129 -0.5 0.6 -0.1
H 0.9052 -0.8348 0.8932 -0.4 -0.5 -0.1
H 1.7789 0.2766 -0.0673 -0.1 0.4 -0.2
H -0.4174 -2.5085 -2.0489 0.2 0.4 -0.2
H -1.3942 -1.4183 -1.0049 -0.3 -0.3 -0.2
H -0.2193 -2.5245 -0.3040 0.1 -0.1 0.1
H 1.0033 1.8248 1.4597 0.5 -0.3 0.4
H -0.2800 2.6484 1.3676 -0.7 0.1 0.0
C 5.6459 -3.5979 -3.2057 2.4 -0.5 -0.2
C 5.4608 -5.0736 -2.8661 -1.4 1.6 -0.5
C 5.8037 -5.3568 -1.3853 -0.2 -0.6 -0.5
O 5.2089 -4.3920 -0.5324 -0.5 -0.2 -0.5
C 5.9202 -3.9781 0.6008 0.5 0.2 -0.2
N 4.0565 -5.2839 -3.2077 -0.8 -1.7 1.3
H 6.7088 -3.4836 -2.9931 0.3 1.2 0.0
H 5.0274 -2.8865 -2.6584 0.1 -0.3 0.1
H 5.5385 -3.4772 -4.2836 -0.2 0.2 0.0
H 6.0286 -5.6949 -3.5587 0.5 -0.1 0.4
H 6.8807 -5.4445 -1.2420 0.3 0.6 -0.1
H 5.4642 -6.3682 -1.1616 -0.5 -0.1 0.3
H 6.0731 -4.7639 1.3405 -0.2 -0.2 0.1
H 5.3969 -3.1357 1.0532 -0.2 -0.2 0.0
H 6.9028 -3.6083 0.3081 0.3 0.0 0.0
H 3.5477 -4.7464 -2.5204 -0.5 0.0 -0.1
H 3.8050 -4.9555 -4.1291 0.3 0.1 0.0
C -5.8708 5.2280 -1.4609 0.2 -1.3 0.0
C -6.3603 4.3471 -2.6629 -0.9 2.4 0.2
C -7.6429 3.5538 -2.3277 1.9 0.1 1.5
O -7.3903 2.7697 -1.1510 -0.1 0.1 -0.3
C -6.6164 1.6085 -1.4012 -0.4 0.2 0.6
N -6.6881 5.2994 -3.7596 0.6 -0.8 -0.3
H -6.6177 5.7866 -0.8969 -0.5 -0.1 -0.5
H -5.0900 5.9292 -1.7553 -0.1 -0.1 -0.3
H -5.4481 4.5446 -0.7244 0.2 0.1 0.1
H -5.5197 3.7329 -2.9859 -0.2 -0.1 -0.1
H -7.9797 2.9313 -3.1567 -0.1 0.0 -0.1
H -8.3687 4.3120 -2.0338 -0.3 -0.3 -0.1
H -7.2658 0.9181 -1.9394 0.4 -0.4 -0.2
H -6.3203 1.2055 -0.4326 -0.4 -0.2 0.1
H -5.6557 1.7700 -1.8901 -0.1 0.3 -0.5
H -7.0530 4.7566 -4.5291 0.0 0.0 -0.4
H -7.4282 5.9408 -3.5127 -0.1 0.1 0.4
C 4.7372 7.1260 1.4350 0.4 0.2 0.1
C 4.5206 6.7532 -0.0322 0.4 -0.7 -0.1
C 4.8241 5.2163 -0.2604 0.3 1.4 -0.9
O 5.0972 5.0232 -1.6955 -0.4 -0.3 1.2
C 5.3383 3.6836 -2.1098 0.1 -0.5 0.6
N 3.1985 7.1671 -0.4528 -1.1 -0.7 0.5
H 5.6671 6.7306 1.8437 0.0 -0.5 -0.1
H 3.9108 6.8309 2.0816 -0.1 -0.1 -0.1
H 4.9171 8.1953 1.5463 -0.5 0.2 -0.1
H 5.1727 7.3766 -0.6439 1.0 -0.6 0.1
H 4.0494 4.5779 0.1644 -0.6 0.0 -0.6
H 5.6691 4.9750 0.3845 0.7 0.0 -0.5
H 5.4664 3.5767 -3.1869 -0.1 0.7 0.0
H 4.5588 2.9787 -1.8206 -0.5 0.2 0.1
H 6.2297 3.2448 -1.6614 0.4 0.3 0.2
H 3.0391 7.0038 -1.4367 0.1 0.1 0.0
H 3.0547 8.1400 -0.2230 0.0 0.1 -0.2
O -2.1919 -3.3592 -7.3018 0.2 0.0 0.0
H -2.8673 -3.6026 -6.6686 -0.2 -0.1 0.2
H -2.5362 -2.5758 -7.7307 -0.1 0.2 -0.2
O 4.2532 2.8492 3.9957 0.0 0.0 -0.2
H 4.4298 3.6872 4.4233 0.0 0.2 0.1
H 4.3926 2.1959 4.6813 0.0 -0.2 0.1
O 0.4684 -0.0737 -5.4308 0.0 0.2 -0.1
H 0.6902 -0.3259 -4.5344 0.1 0.0 0.3
H -0.1649 -0.7326 -5.7157 -0.1 -0.2 -0.1
O -0.6107 6.4970 2.1111 -0.2 -0.2 0.0
H 0.1550 6.8136 1.6318 0.3 0.0 -0.2
H -0.5407 6.9073 2.9731 0.0 0.1 0.2
```
Positions in Å, forces in eV/Å.

The calculation puts the frontier orbital gap at 8.9 eV. The charge is 0. As for the LUMO energy: 0.2 eV. The SMILES is COC[C@H](C)N.COC[C@H](C)N.COC[C@H](C)N.COC[C@H](C)N.CCO.CCO.CCO.O.O.O.O. Its energy relative to the best compared isomer or geometry (same formula, charge and spin) is 85.8 kcal/mol.